Here is a cluster of 15 separate species, C54H129N15O12 in total at a distorted geometry from the Open Molecules 2025 dataset. Energies are from ωB97M-V/def2-TZVPD.

**LUMO energy**: -0.0018 hartree
**Highest occupied orbital energy**: -0.3121 Ha
**Orbital gap**: 8.444 eV

```
! wB97M-V def2-TZVPD RIJCOSX def2/J DEFGRID3
* xyz 0 1
O 7.51 6.57 -3.57
O -5.07 -7.77 2.27
O -4.87 -3.16 -6.18
O -1.72 -7.96 9.21
O -7.92 -0.93 -0.21
O -7.31 2.82 5.69
O -9.76 -4.48 6.40
O 0.91 3.78 6.18
O 5.26 -3.61 4.32
O -6.16 6.20 -3.26
O 1.85 6.77 1.64
O 10.94 3.10 1.61
N -7.48 -1.05 -2.39
N -3.88 -3.33 -8.14
N -7.33 2.37 3.49
N 10.83 0.88 1.47
N -3.14 -9.40 8.36
N 3.89 6.30 2.34
N -4.16 -8.34 0.24
N 0.82 3.21 -7.21
N 3.15 -3.31 3.66
N -1.05 4.81 5.82
N -0.47 -0.56 1.34
N -7.74 -5.34 5.86
N -6.61 7.71 -1.75
N 7.47 -2.51 -4.16
N 9.11 6.45 -1.96
C -1.61 3.07 -6.67
C -7.69 0.58 5.13
C 12.67 1.98 0.40
C -6.26 -9.41 0.94
C -7.23 3.74 3.00
C -3.86 -3.08 -6.84
C 8.11 4.49 -2.82
C 1.33 3.11 -5.83
C -1.79 -7.94 6.87
C -0.48 3.91 -7.28
C 8.55 -2.02 -5.02
C 5.33 6.22 2.23
C 7.81 -2.38 -2.75
C 1.63 4.00 -8.16
C -4.32 6.92 -2.02
C -7.19 -3.03 -1.05
C -2.52 -2.94 -6.13
C -5.06 -3.63 -8.89
C -6.22 8.66 -0.72
C 1.52 0.42 0.28
C -2.05 0.54 -0.35
C 3.03 7.07 1.60
C -5.10 -8.44 1.19
C -1.34 -0.42 2.57
C 9.55 0.70 2.11
C 9.27 7.86 -1.71
C -5.77 6.92 -2.39
C -2.22 -8.41 8.23
C -0.28 3.92 6.52
C -9.40 -5.11 4.10
C 0.45 0.59 1.39
C 11.45 2.04 1.25
C -3.91 -9.97 7.28
C 9.60 -3.13 -5.15
C 3.04 -4.64 3.02
C -1.28 -0.73 0.07
C -7.83 0.32 -2.73
C -0.86 3.08 7.66
C 1.64 4.46 -5.18
C -7.59 -1.57 -1.20
C -2.99 -7.48 0.27
C -2.44 5.06 6.08
C -7.16 -5.26 7.19
C -8.96 -4.93 5.58
C 8.21 5.96 -2.82
C 3.05 3.35 -8.26
C -7.44 2.03 4.76
C 4.26 -2.90 4.26
C 3.61 8.00 0.56
C 6.15 -1.93 -4.39
C 4.24 -1.57 4.98
C 5.50 -2.48 -5.64
C -2.26 -1.63 2.83
C 7.04 -3.34 -1.79
H 10.05 -3.31 -4.17
H 11.34 0.08 1.14
H 9.32 8.54 -2.56
H 4.28 7.42 -0.07
H 2.90 8.53 -0.09
H 8.21 -1.73 -6.01
H -0.85 4.02 -8.30
H -1.63 -3.05 -6.74
H -6.63 -3.18 -0.13
H -8.99 -5.91 3.49
H 0.96 0.65 2.35
H -3.42 -6.49 0.39
H 4.45 -2.19 -5.71
H 7.07 4.28 -2.58
H -2.57 3.59 -6.71
H -1.35 1.25 -0.79
H -5.70 9.52 -1.12
H 10.38 -2.71 -5.79
H 0.67 2.57 -5.15
H -7.05 0.61 -3.43
H -7.80 0.98 -1.86
H 12.48 2.33 -0.61
H -6.00 -10.09 0.12
H -0.60 -0.94 -0.76
H 5.72 6.11 3.24
H -2.59 0.98 0.49
H 1.13 4.01 -9.13
H 5.49 -2.32 -3.62
H 8.39 8.20 -1.17
H -1.97 0.47 2.45
H -7.15 -8.86 0.65
H 8.79 1.23 1.53
H -1.45 2.70 -5.65
H -7.26 -5.66 5.04
H -5.65 8.24 0.11
H -7.46 -4.35 7.71
H 2.44 -2.61 3.48
H -6.93 -1.58 -3.06
H -7.25 0.37 6.11
H 13.41 2.67 0.82
H -0.02 2.70 8.25
H -2.84 0.30 -1.07
H -2.99 -3.42 -8.61
H 5.65 -3.56 -5.65
H 2.21 2.46 -5.78
H 7.41 -3.27 -0.77
H 7.13 -4.39 -2.08
H 9.57 5.78 -1.36
H -0.54 5.28 5.09
H 9.17 -4.00 -5.65
H 2.13 -0.48 0.39
H -1.67 -2.54 2.69
H -7.49 1.60 2.86
H -1.69 2.14 -7.23
H 5.61 5.38 1.59
H -1.33 2.14 7.36
H 3.75 3.90 -7.63
H -7.50 -6.10 7.79
H 4.55 -0.76 4.33
H -7.13 9.05 -0.26
H 2.24 4.36 -4.27
H -2.67 -7.97 6.23
H 8.77 4.05 -2.07
H -3.11 -1.65 2.15
H -1.52 -6.89 6.94
H 10.17 8.17 -1.17
H -6.59 -3.35 -1.90
H 2.24 5.09 -5.83
H -2.76 5.52 5.14
H -5.44 -2.80 -9.48
H 3.42 5.65 2.96
H -7.71 4.50 3.63
H 13.09 0.98 0.36
H 6.11 -0.84 -4.29
H 2.18 1.29 0.29
H 3.26 -1.31 5.38
H 0.77 5.02 -4.85
H 8.35 4.24 -3.85
H -4.82 -4.39 -9.63
H -0.11 1.52 1.31
H -6.17 3.92 2.87
H 2.37 -4.59 2.15
H -0.67 -0.24 3.41
H -2.89 4.09 6.30
H 5.91 -2.07 -6.57
H -1.54 3.61 8.32
H -4.90 -9.56 7.09
H 4.89 -1.67 5.85
H -3.81 7.69 -2.60
H -2.32 -7.61 1.12
H 5.98 -3.14 -1.63
H -3.37 -9.98 6.34
H 1.14 0.45 -0.74
H 5.79 7.15 1.88
H -6.07 -5.27 7.11
H 9.02 -1.13 -4.62
H -2.00 -1.54 0.14
H -9.10 -4.18 3.62
H -2.45 -7.56 -0.67
H -5.90 -3.98 -8.30
H -2.58 5.83 6.84
H 4.18 8.80 1.03
H -2.64 -1.56 3.85
H -6.44 -9.94 1.88
H -4.03 7.07 -0.98
H -4.08 -11.02 7.51
H -7.51 7.76 -2.21
H 4.00 -5.02 2.68
H 9.50 1.14 3.10
H -7.68 3.86 2.01
H -2.40 -1.95 -5.67
H 9.26 -0.35 2.14
H -2.48 -3.67 -5.32
H 3.06 2.34 -7.84
H -3.92 5.95 -2.31
H -8.07 -3.65 -1.21
H 7.53 -1.37 -2.47
H 2.61 -5.35 3.73
H -4.32 -8.86 -0.61
H -0.91 -8.49 6.52
H 8.87 -2.55 -2.54
H -3.23 -9.74 9.31
H -7.30 -0.13 4.41
H 3.40 3.35 -9.29
H -8.84 0.38 -3.14
H 1.80 5.02 -7.83
H -0.41 4.89 -6.80
H -10.49 -5.17 4.05
H -8.77 0.44 5.24
*
```